Formula: C39H56F2N2O26S5Si
Source: the OMol25 dataset
Level of theory: ωB97M-V/def2-TZVPD

```
! wB97M-V def2-TZVPD RIJCOSX def2/J DEFGRID3
* xyz 0 1
C -3.1013 -6.0085 2.6468
O -3.4991 -5.2390 1.5319
C -2.4606 -4.5660 0.8591
C -2.9272 -3.1868 0.5598
C -3.5101 -2.8068 -0.5910
C -3.7005 -3.7554 -1.7220
C -2.3635 -4.2228 -2.2650
O -2.3129 -4.1047 -3.6905
C -1.2160 -4.6115 -4.2520
C -0.0626 -4.9713 -3.3975
O -1.1790 -4.7494 -5.4669
C -3.9262 -1.5853 -0.7458
C -3.7923 -0.6549 0.1679
C -4.2745 0.7261 -0.0401
C -5.5146 0.9542 0.8055
O -6.2853 0.0154 0.9476
N -5.7907 2.1941 1.3467
C -6.3619 2.0888 2.6770
C -4.6965 3.1541 1.3176
C -3.1880 -1.0038 1.2729
C -2.7701 -2.2580 1.4723
C -2.1263 -2.3168 2.8192
O -1.9559 -3.2328 3.5896
N -1.7622 -0.9343 3.0619
C -0.4482 -0.5178 2.7697
F 0.0840 -1.2071 1.7307
F 0.3327 -0.8533 3.8173
C -0.3438 0.9619 2.5731
C -0.6984 1.4730 1.1863
Si 0.2211 3.0482 0.6590
C 1.5457 2.5626 -0.5826
C -0.9005 4.2624 -0.2117
C 0.9545 3.8575 2.1825
C 2.2541 3.7347 2.3989
C 2.7832 4.2570 3.5000
C 2.0071 4.8705 4.3659
C 0.7311 5.0115 4.1353
C 0.1919 4.5153 3.0520
C -2.8438 -0.2138 2.4804
O -3.3774 0.7747 2.9298
H -2.1795 -5.6725 3.0806
H -3.0408 -7.0545 2.3953
H -3.8572 -5.8977 3.3951
H -2.2130 -5.1095 -0.0322
H -1.5634 -4.4831 1.4489
H -4.3186 -4.5787 -1.4357
H -4.2230 -3.2275 -2.4964
H -2.2042 -5.2436 -2.0038
H -1.6024 -3.5995 -1.8477
H -0.3333 -5.6066 -2.5821
H 0.3632 -4.0924 -2.9559
H 0.7070 -5.4553 -3.9523
H -4.3934 -1.3222 -1.6619
H -3.4707 1.4002 0.1773
H -4.5591 0.8802 -1.0605
H -6.5763 3.0627 3.0578
H -7.2704 1.5333 2.6612
H -5.6832 1.6119 3.3627
H -3.8789 2.8896 1.9658
H -4.2986 3.2655 0.3353
H -5.0631 4.1080 1.6358
H -0.9269 1.4371 3.3307
H 0.6703 1.2107 2.8087
H -0.6107 0.7288 0.4165
H -1.7401 1.7435 1.2144
H 2.3798 2.0522 -0.1447
H 1.1075 1.9633 -1.3547
H 1.8888 3.4560 -1.0686
H -1.5510 4.7624 0.4808
H -0.3022 5.0313 -0.6589
H -1.4738 3.8249 -1.0076
H 2.8439 3.2073 1.7010
H 3.8289 4.1343 3.6746
H 2.4100 5.2630 5.2647
H 0.1099 5.5076 4.8460
H -0.8526 4.6037 2.8600
C 3.8529 -4.3284 1.3479
C 3.4766 -2.9641 0.8207
O 3.9102 -2.9934 -0.5554
S 3.7627 -4.4719 -1.1391
O 2.5548 -4.5806 -1.8716
O 4.9940 -4.8403 -1.7256
O 3.5832 -5.2273 0.2497
H 4.9158 -4.3879 1.5849
H 3.2709 -4.6134 2.2183
H 3.9672 -2.1551 1.3567
H 2.3981 -2.8103 0.8355
C 5.7749 2.7277 -0.6368
C 6.8508 1.7118 -0.3376
O 7.3015 2.0516 0.9874
S 6.0882 2.6294 1.8378
O 5.5340 1.5972 2.6396
O 6.4819 3.8673 2.3892
O 5.0890 2.8978 0.6183
H 6.1991 3.6897 -0.9275
H 5.0816 2.3919 -1.4025
H 7.6769 1.7556 -1.0397
H 6.4508 0.7033 -0.3117
C -5.1106 -0.7428 6.4128
C -4.0669 0.1884 5.8439
O -4.5898 1.5021 6.0883
S -5.4287 1.5008 7.4490
O -4.6126 1.9783 8.4994
O -6.7001 2.0585 7.1849
O -5.5661 -0.0857 7.6050
H -5.9609 -0.8525 5.7360
H -4.7102 -1.7235 6.6513
H -3.9039 0.0385 4.7873
H -3.1170 0.0918 6.3745
C 1.7093 -2.1784 -6.9479
C 0.4503 -1.9104 -6.1603
O 0.7425 -0.7037 -5.4300
S 1.7080 0.2248 -6.2880
O 0.9461 1.2057 -6.9635
O 2.8216 0.5732 -5.4842
O 2.1635 -0.8746 -7.3534
H 2.4834 -2.6286 -6.3239
H 1.5338 -2.8069 -7.8146
H 0.2063 -2.7160 -5.4804
H -0.4011 -1.7181 -6.8142
C 5.2815 3.8546 -6.6948
C 5.6125 2.5861 -7.4435
O 7.0480 2.5538 -7.4768
S 7.6279 3.2180 -6.1439
O 7.9406 2.1980 -5.2145
O 8.5731 4.2009 -6.5104
O 6.2785 3.9291 -5.6648
H 5.3790 4.7345 -7.3333
H 4.2880 3.8329 -6.2577
H 5.2118 2.5790 -8.4521
H 5.2621 1.7030 -6.9056
*
```

## Properties
- SMILES = COCc1c(CCOC(C)=O)cc(CC(=O)N(C)C)c2c1C(=O)N(C(F)(F)CC[Si](C)(C)c1ccccc1)C2=O.O=S1(=O)OCCO1.O=S1(=O)OCCO1.O=S1(=O)OCCO1.O=S1(=O)OCCO1.O=S1(=O)OCCO1

Formula: C39H56N3O19
Source: the OMol25 dataset
Level of theory: ωB97M-V/def2-TZVPD

```
! wB97M-V def2-TZVPD RIJCOSX def2/J DEFGRID3
* xyz -1 1
C 1.5099 1.3708 0.8772
C 0.0567 1.0610 0.4047
O -0.7862 1.1430 1.2291
N -0.0112 0.5175 -0.9875
H 0.2642 1.2584 -1.6391
H 0.7596 -0.2179 -1.0860
C -1.3132 0.0452 -1.4732
H 1.5552 1.7375 1.9265
H 2.1006 1.9689 0.1434
H 1.9764 0.4222 1.0529
H -1.9940 0.9248 -1.7553
H -1.9182 -0.5964 -0.7339
H -1.2611 -0.2748 -2.4542
N 0.6754 2.5903 -3.6621
O 1.4761 2.2698 -2.7963
O -0.5073 2.4428 -3.3219
O 0.9301 2.6914 -4.8414
N 2.5862 -1.9119 -1.9528
O 3.1622 -2.9594 -2.3050
O 1.3399 -1.9705 -1.8613
O 3.1982 -0.8334 -1.8444
C -2.0776 -3.2089 -0.4901
C -0.7138 -3.2388 -1.0964
C -0.0239 -4.6969 -0.8823
O -0.7381 -3.0309 -2.3979
H -2.0309 -2.7474 0.3751
H -2.6490 -3.9868 -0.7277
H -2.5403 -2.2741 -1.0247
H -0.1422 -2.4948 -0.8512
H 0.9369 -4.5235 -1.1386
H -0.4402 -5.6782 -1.4946
H -0.0013 -4.9595 0.0687
H 0.1254 -2.8773 -2.8998
C 3.3277 3.4967 5.6918
C 1.9733 2.9743 5.0416
C 1.3804 4.0527 4.1454
O 2.2720 1.8989 4.2529
H 2.8889 3.2655 6.9607
H 3.6684 4.5290 5.5304
H 4.3207 3.0770 5.3897
H 1.1616 2.6860 5.6130
H 1.2923 4.9578 4.5461
H 0.4516 3.5470 4.1098
H 1.9718 4.2252 3.2726
H 2.3555 1.1616 4.8943
C -1.8841 -3.2217 -6.9443
C -0.9113 -2.4248 -6.1759
C -1.2075 -2.5711 -4.6158
O 0.4238 -2.5983 -6.5718
H -1.8406 -4.1000 -6.6586
H -1.8929 -3.2334 -8.0631
H -2.8360 -2.9608 -6.6666
H -1.1392 -1.3717 -6.2772
H -2.2139 -2.4797 -4.3039
H -0.6652 -1.9485 -3.9510
H -0.6347 -3.5468 -4.2521
H 0.6994 -3.1547 -5.9904
C -4.5991 -1.3793 -2.1518
C -5.1047 -0.2635 -3.1516
C -6.3109 0.4728 -2.7089
O -4.0389 0.6211 -3.3497
H -4.5057 -0.8752 -1.3228
H -3.6265 -1.8851 -2.4261
H -5.3515 -2.2111 -2.0369
H -5.1721 -0.7806 -3.9994
H -7.3801 -0.1127 -2.6805
H -6.4138 1.4017 -3.4224
H -6.1902 1.1651 -1.6932
H -3.9503 0.6959 -4.2583
C -2.9401 -1.4461 2.9920
C -2.3192 -1.1160 4.3784
C -1.8222 0.3357 4.5729
O -1.3801 0.6963 5.7218
C -1.7854 1.2316 3.4794
C -2.3804 0.9252 2.1697
C -2.8827 -0.3445 1.8834
O -3.5749 -0.6069 0.8607
H -3.5077 -2.4585 2.8161
H -2.3142 -1.7118 5.0271
H -1.4763 2.3237 3.6723
H -2.1887 1.4441 1.0593
C -3.4300 4.4308 -1.4348
C -2.9192 5.4877 -2.4096
C -1.6317 6.0691 -2.4026
O -1.2401 6.8629 -3.2165
C -0.7897 5.6589 -1.3016
C -1.2454 4.8033 -0.2496
C -2.3886 3.9516 -0.3910
O -2.6573 3.0712 0.4025
H -4.2889 4.0386 -1.4234
H -3.4064 5.7983 -3.2333
H 0.2563 6.2773 -1.2593
H -0.5203 4.3124 0.3973
C 2.7268 -2.5237 0.7939
C 3.8701 -3.4403 1.4379
C 3.9054 -3.2512 2.9605
O 4.6597 -3.9181 3.7274
C 3.1832 -2.0727 3.6126
C 2.3278 -1.2088 2.9553
C 2.0103 -1.4406 1.5361
O 1.1828 -0.6883 0.9057
H 2.6679 -2.6721 -0.2922
H 4.2454 -4.1475 0.9219
H 3.2576 -2.0145 4.6642
H 1.6045 -0.4359 3.2278
C 5.1609 0.5501 4.0825
C 5.9961 -0.7804 4.1842
C 5.9035 -1.6729 2.9822
O 6.3903 -2.8434 3.1036
C 5.3670 -1.1442 1.7148
C 4.6744 0.1668 1.7089
C 4.6329 1.0591 2.8404
O 4.1045 2.2087 2.7744
H 5.1470 1.1323 4.9139
H 6.1820 -0.8949 5.0374
H 5.2471 -1.9592 1.0753
H 4.5635 0.8854 0.8836
*
```

## Properties
- energy above the lowest of the compared OMol25 structures with the same formula, charge and spin (kJ/mol) = 1311.8

E_HOMO
In order: -9.7 -6.0
Unit: eV
E_tot
In order: -6065.47082 -3112.06872
Unit: Ha
LUMO level
In order: -0.75 -1.58
Unit: eV